C40H30AgClF15GeN5SSi | ωB97M-V with the def2-TZVPD basis set

Geometry as XYZ:
```
95
Properties=species:S:1:pos:R:3:forces:R:3
Ag 0.73977 0.47234 -1.86727 -0.29 0.84 -0.84
Ge 2.16763 1.33492 2.56999 -0.03 0.10 -0.07
Cl 1.16786 3.89934 -0.75153 -0.02 0.15 -0.02
S 1.40018 0.36824 0.87738 0.25 -0.14 0.26
Si -1.90779 -0.86268 -3.61576 0.22 -0.08 0.19
F 4.76383 0.12775 1.01257 -0.07 -0.10 -0.14
F -1.41530 5.16783 2.61048 -0.07 0.01 -0.01
F -0.83153 0.98124 7.09187 -0.07 0.05 0.03
F 2.47075 -1.51050 3.61799 0.03 -0.06 -0.10
F 3.04428 6.62033 2.38600 0.06 0.05 0.00
F 3.71442 2.33811 5.04851 -0.04 0.03 0.04
F 7.27188 -0.19822 1.85949 0.09 -0.08 -0.11
F 3.89897 4.08857 2.48519 0.02 -0.03 0.02
F 8.02642 0.72149 4.28333 0.22 -0.02 0.06
F 0.45911 2.42733 5.27613 -0.05 0.12 -0.07
F -0.58670 2.61555 2.68819 -0.02 -0.06 0.06
F -0.53829 -1.70249 7.17827 -0.10 -0.14 0.19
F 0.39724 7.17526 2.46658 -0.03 0.10 -0.02
F 6.25216 2.01071 5.86608 0.00 0.02 0.06
F 1.15443 -2.93614 5.45115 0.02 -0.14 -0.01
N 3.28984 -3.11224 -1.41527 -0.11 0.04 -0.40
N -1.33939 -1.18026 -0.82664 -0.22 -0.29 -0.01
N 2.76221 -2.64674 0.83232 0.09 0.09 -0.12
N 3.62258 -4.69435 0.18936 0.14 0.04 0.05
N 2.70553 -0.88881 -2.36903 0.35 -0.40 0.32
C 6.76934 0.88976 3.86851 0.04 -0.02 -0.01
C -4.02164 -2.89496 -6.68721 0.02 0.03 0.05
C 2.94809 -1.89804 -1.85198 0.24 -0.13 -0.02
C -2.74502 1.72444 -4.48381 -0.07 0.01 0.09
C 0.33845 3.58001 2.63127 0.09 -0.04 -0.02
C -3.60197 2.81121 -4.62374 -0.01 -0.08 0.04
C 2.57147 4.30331 2.53126 -0.03 -0.07 0.03
C -3.12002 0.58827 -3.75694 -0.07 0.14 0.00
C 6.37774 0.42017 2.63591 -0.14 -0.01 -0.12
C -4.85943 2.78983 -4.03051 0.05 -0.05 -0.03
C 0.10951 -0.99204 6.25458 -0.01 -0.05 0.00
C -2.01484 -3.45919 -4.87025 -0.06 0.04 -0.04
C -2.20400 -2.59278 1.04989 0.05 0.11 0.01
C 1.61856 -0.84899 4.42438 -0.02 -0.06 0.04
C -1.00249 -2.15635 0.20158 -0.08 0.09 0.05
C -4.39011 0.59074 -3.17193 0.00 -0.01 -0.08
C -3.62651 -1.93993 -5.75289 -0.01 -0.04 0.04
C -2.22589 -0.05664 1.23250 -0.09 -0.10 0.03
C 4.56131 1.68944 4.23041 0.04 0.02 0.02
C 1.45530 0.51735 4.28751 -0.08 -0.10 -0.16
C 3.20252 -3.42904 -0.15970 -0.09 0.25 0.19
C -0.10968 4.88162 2.58349 -0.08 0.00 -0.01
C 5.06527 0.59453 2.21801 0.08 0.03 0.08
C -1.93332 0.05104 -0.26227 0.04 0.07 0.00
C 1.68280 3.25287 2.63413 0.05 -0.09 0.01
C -0.04610 0.37236 6.19391 -0.02 0.25 0.01
C 0.59749 2.77064 -2.13566 0.09 -0.35 0.31
C 4.11856 1.22145 3.00847 -0.07 -0.03 -0.01
C 2.15724 5.61941 2.47120 0.07 0.03 -0.01
C -3.41199 -4.14178 -6.71151 0.02 0.03 0.04
C 5.86055 1.53862 4.67335 -0.15 0.12 0.16
C 0.96243 -1.61346 5.37063 0.16 0.01 -0.14
C 0.62565 1.10008 5.22552 0.07 0.02 0.10
C -2.40354 -4.42135 -5.79409 0.00 0.05 0.03
C -2.61533 -2.19175 -4.81876 -0.13 -0.08 -0.06
C -2.97837 -1.35042 1.55391 0.10 -0.01 -0.07
C -0.21621 -0.36659 -3.88187 -0.07 -0.40 -0.29
C 0.81068 5.90507 2.50611 -0.03 0.09 -0.01
C -5.25298 1.67428 -3.30182 0.05 0.00 -0.02
C -2.12398 -1.75500 -1.93041 0.07 0.19 0.22
H -0.41952 3.12204 -2.33434 -0.01 0.02 0.05
H -3.71343 -4.88735 -7.43967 0.00 0.01 0.02
H -1.29039 -0.00308 1.79719 -0.04 0.00 -0.04
H -4.71774 -0.27486 -2.60106 0.03 0.05 -0.02
H -4.81006 -2.66579 -7.39737 0.02 0.01 0.01
H 3.20883 -5.09882 1.00971 -0.08 -0.05 0.02
H -0.24098 -1.71700 0.85276 -0.03 -0.05 -0.07
H -4.11470 -0.96825 -5.74954 0.02 -0.07 -0.02
H -1.91557 -5.39085 -5.80582 0.00 0.02 0.00
H -1.84162 -3.19847 1.88807 -0.04 0.00 0.00
H -2.86940 0.26696 -0.78995 -0.03 -0.04 0.00
H -2.86237 -3.23039 0.45503 -0.01 -0.04 0.01
H -1.26333 0.89676 -0.44677 -0.13 0.05 0.04
H 2.86168 -2.92981 1.78991 -0.02 0.00 0.03
H -1.75290 -2.77348 -2.10056 -0.02 0.02 -0.01
H -3.15925 -1.42213 2.62923 -0.04 0.00 0.02
H -3.28151 3.68163 -5.18502 0.00 0.00 0.02
H 0.42669 -1.24046 -4.05380 0.04 0.10 0.04
H 3.72049 -5.31070 -0.59839 -0.03 -0.03 -0.03
H -1.75476 1.76000 -4.92732 -0.07 0.02 0.05
H 2.51361 -1.66259 0.67581 -0.14 0.01 0.05
H -0.07348 0.33727 -4.70862 0.07 0.03 0.16
H 1.21229 3.09425 -2.97952 0.04 0.04 0.00
H -1.20486 -3.68875 -4.18106 -0.05 0.00 -0.06
H -5.52590 3.63960 -4.13150 0.02 -0.01 0.01
H -0.54184 -3.01975 -0.28440 0.02 -0.03 -0.03
H -3.95885 -1.30526 1.07005 -0.04 -0.02 0.00
H -3.19623 -1.86484 -1.66169 0.08 -0.04 -0.05
H -2.82564 0.80726 1.53012 0.04 0.03 0.02
H -6.22889 1.65214 -2.82810 0.02 0.00 -0.01
```
Forces are in eV/Å.

Computed properties:
ΔE to the lowest compared entry with this formula, charge and spin   28.1 kcal per mole
Calculated total energy   -6685.78242 hartree
HOMO level   -0.01240 Eh
Charge   -2
Lowest unoccupied orbital energy   3.7 eV

Löwdin atomic charge list, values in e, 4 entries: Ag 0.496; Ge 0.603; Cl 0.276; S 0.297